C3H4N4 | wB97M-V/def2-TZVPD

Last column: Mulliken charge in e.
Positions of all 11 atoms, in Å:
N1 -1.400 0.087 -1.421  -0.44
C1 -0.357 0.118 -0.528  0.61
C2 -0.233 -0.886 0.461  -0.04
N2 0.634 -0.759 1.434  -0.54
C3 1.412 0.337 1.378  -0.01
N3 1.427 1.226 0.401  -0.38
N4 0.522 1.120 -0.574  -0.35
H1 -1.753 -0.806 -1.731  0.21
H2 -1.483 0.844 -2.082  0.25
H3 -0.852 -1.785 0.445  0.33
H4 2.084 0.504 2.217  0.38

Computed properties:
Molecular weight in g/mol: 96.1
Orbital gap in eV: 9.46
LUMO in Ha: 0.008
Multiplicity: 1
Max |F| in eV/Å: 0.505
SMILES string: Nc1cncnn1

---

C2H9O | wB97M-V/def2-TZVPD

Last column: Mulliken charge in e.
Positions of all 12 atoms, in Å:
O1 1.276 0.094 -1.894  -0.72
H1 1.497 -0.741 -2.327  0.35
H2 0.269 -0.080 -0.461  0.37
H3 0.842 0.648 -2.564  0.36
C1 0.177 -0.248 0.713  -0.41
C2 -1.273 0.217 0.982  -1.09
H4 0.733 -0.038 1.623  0.38
H5 0.391 -1.315 0.658  0.45
H6 0.934 0.408 0.151  0.23
H7 -1.718 -0.445 1.706  0.33
H8 -1.869 0.258 0.075  0.42
H9 -1.259 1.241 1.339  0.34

Computed properties:
Molecular weight in g/mol: 49.1
Orbital gap in eV: 13.83
LUMO in Ha: -0.136
Multiplicity: 1
Max |F| in eV/Å: 1.604
Total charge: +1

---

C4H5NO | wB97M-V/def2-TZVPD

Last column: Mulliken charge in e.
Positions of all 11 atoms, in Å:
C1 0.585 -1.726 -0.140  -1.00
C2 -0.052 -0.360 0.047  0.48
C3 -1.057 0.471 0.393  -0.56
C4 -0.554 1.917 0.111  0.01
N1 0.650 1.916 -0.346  -0.28
O1 1.108 0.671 -0.446  -0.20
H1 1.434 -1.795 0.550  0.26
H2 0.006 -2.657 -0.043  0.34
H3 1.003 -1.706 -1.152  0.27
H4 -2.072 0.365 0.802  0.33
H5 -1.052 2.904 0.226  0.35

Computed properties:
Molecular weight in g/mol: 83.1
Orbital gap in eV: 10.64
LUMO in Ha: 0.034
Multiplicity: 1
Max |F| in eV/Å: 3.608
SMILES string: Cc1ccno1

---

C7H12F6MoN4O3PS | wB97M-V/def2-TZVPD

Last column: Mulliken charge in e.
Positions of all 35 atoms, in Å:
Mo1 0.324 0.101 -0.893  1.51
N1 -0.145 0.598 -2.949  -0.58
C1 0.567 1.864 -3.305  -0.16
C2 1.935 1.779 -2.699  0.15
O1 2.926 2.316 -3.050  -0.43
N2 1.928 0.925 -1.507  -0.12
C3 3.207 0.682 -0.836  -0.46
C4 3.025 -0.584 -0.053  0.33
O2 3.809 -1.233 0.516  -0.39
O3 1.626 -0.939 -0.092  -0.50
H1 0.129 -0.136 -3.604  0.33
H2 -1.152 0.720 -3.052  0.37
H3 0.037 2.700 -2.845  0.24
H4 0.615 2.022 -4.379  0.44
H5 3.410 1.501 -0.139  0.33
H6 4.041 0.611 -1.531  0.44
S1 -1.109 -1.837 -0.947  -0.26
C5 -1.385 -2.038 0.783  0.46
N3 -0.503 -2.533 1.617  0.00
C6 -1.065 -2.670 2.981  -0.42
C7 -2.498 -2.108 2.806  -0.42
N4 -2.533 -1.781 1.360  -0.06
H7 0.413 -2.845 1.338  0.20
H8 -0.473 -2.095 3.688  0.31
H9 -1.058 -3.714 3.280  0.34
H10 -2.668 -1.207 3.389  0.29
H11 -3.268 -2.837 3.043  0.33
H12 -3.323 -1.384 0.878  0.22
F1 -1.245 1.278 -0.716  -0.53
P1 -1.006 2.159 1.054  1.48
F2 -1.581 3.434 0.406  -0.26
F3 -0.359 0.594 1.257  -0.37
F4 -0.656 2.650 2.457  -0.24
F5 -2.405 1.558 1.353  -0.30
F6 0.440 2.449 0.394  -0.28

Computed properties:
Molecular weight in g/mol: 473.2
Orbital gap (alpha / beta) in eV: 7.02 / 7.15
LUMO (alpha / beta) in Ha: -0.365 / -0.360
Multiplicity: 2
Max |F| in eV/Å: 1.107
Total charge: +2

---

C4H12S2 | wB97M-V/def2-TZVPD

Last column: Mulliken charge in e.
Positions of all 18 atoms, in Å:
C1 3.306 -0.270 1.364  -0.79
S1 2.388 -1.286 2.532  -0.06
C2 0.831 -1.436 1.471  -0.79
H1 3.467 -0.696 0.359  0.28
H2 4.284 -0.159 1.860  0.28
H3 2.853 0.730 1.252  0.27
H4 0.060 -1.876 2.126  0.33
H5 0.965 -2.092 0.594  0.30
H6 0.477 -0.451 1.122  0.19
C3 -1.798 -0.523 -1.413  -0.74
S2 -2.935 0.589 -0.640  -0.06
C4 -2.391 2.167 -1.385  -0.80
H7 -0.813 -0.112 -1.136  0.15
H8 -1.857 -0.586 -2.513  0.33
H9 -1.885 -1.541 -0.997  0.30
H10 -1.369 2.488 -1.121  0.28
H11 -3.105 2.909 -0.990  0.27
H12 -2.479 2.144 -2.484  0.27

Computed properties:
Molecular weight in g/mol: 124.3
Orbital gap in eV: 9.44
LUMO in Ha: 0.031
Multiplicity: 1
Max |F| in eV/Å: 2.200
SMILES string: CSC.CSC

---

C24H35N5O3 | wB97M-V/def2-TZVPD

Last column: Mulliken charge in e.
Positions of all 67 atoms, in Å:
C1 7.319 3.534 2.576  -1.38
C2 6.523 2.520 1.765  0.12
C3 5.077 2.420 2.275  -1.12
N1 4.199 1.502 1.583  0.13
C4 3.919 1.843 0.204  -1.05
C5 2.755 0.990 -0.296  -0.36
N2 3.125 -0.411 -0.195  0.10
C6 2.218 -1.321 -0.859  -1.36
C7 0.817 -1.467 -0.239  0.42
C8 -0.131 -2.248 -1.150  -0.94
N3 -0.611 -1.436 -2.247  -0.02
C9 -1.894 -1.040 -2.343  0.57
O1 -2.773 -1.446 -1.608  -0.55
C10 -2.164 -0.030 -3.450  -0.94
C11 -1.845 1.384 -2.935  -0.69
N4 -2.545 1.649 -1.703  -0.07
C12 -1.948 1.487 -0.513  0.59
O2 -0.749 1.358 -0.351  -0.60
C13 -2.938 1.478 0.659  -1.36
N5 -3.634 0.205 0.689  0.26
C14 -3.115 -0.824 1.416  -0.23
C15 -3.701 -2.036 1.471  -1.10
C16 -4.899 -2.272 0.734  1.22
C17 -5.572 -3.500 0.752  -0.98
C18 -6.719 -3.678 0.015  -0.44
C19 -7.228 -2.639 -0.764  -0.66
C20 -6.580 -1.427 -0.799  -0.58
C21 -5.417 -1.226 -0.050  0.38
C22 -4.740 0.056 -0.124  0.69
O3 -5.103 0.989 -0.839  -0.85
C23 3.407 -0.746 1.186  -0.69
C24 4.576 0.107 1.673  -0.90
H1 6.866 4.521 2.501  0.34
H2 7.343 3.249 3.625  0.34
H3 8.342 3.598 2.213  0.38
H4 7.003 1.542 1.837  0.25
H5 6.519 2.818 0.715  0.25
H6 5.094 2.118 3.327  0.38
H7 4.614 3.410 2.221  0.38
H8 3.648 2.900 0.150  0.44
H9 4.790 1.664 -0.451  0.37
H10 2.556 1.224 -1.344  0.35
H11 1.858 1.232 0.292  0.18
H12 2.128 -0.973 -1.892  0.47
H13 2.702 -2.305 -0.881  0.30
H14 0.896 -1.989 0.716  0.39
H15 0.391 -0.479 -0.062  -0.03
H16 -1.020 -2.562 -0.598  0.31
H17 0.371 -3.136 -1.552  0.35
H18 0.086 -0.983 -2.816  0.25
H19 -1.567 -0.248 -4.336  0.39
H20 -3.224 -0.089 -3.704  0.38
H21 -2.137 2.128 -3.682  0.33
H22 -0.776 1.485 -2.724  0.35
H23 -3.565 1.601 -1.715  0.33
H24 -2.393 1.619 1.594  0.53
H25 -3.678 2.271 0.526  0.40
H26 -2.201 -0.602 1.947  0.29
H27 -3.266 -2.829 2.057  0.42
H28 -5.175 -4.306 1.352  0.40
H29 -7.230 -4.630 0.035  0.40
H30 -8.128 -2.793 -1.341  0.40
H31 -6.950 -0.608 -1.398  0.48
H32 3.671 -1.805 1.244  0.48
H33 2.542 -0.556 1.843  0.32
H34 4.800 -0.133 2.715  0.44
H35 5.460 -0.127 1.055  0.34

Computed properties:
Molecular weight in g/mol: 441.6
Orbital gap in eV: 8.78
LUMO in Ha: 0.028
Multiplicity: 1
Max |F| in eV/Å: 0.933
SMILES string: CCCN1CCN(CCCNC(=O)CCNC(=O)Cn2ccc3ccccc3c2=O)CC1

---

C4H8O | wB97M-V/def2-TZVPD

Last column: Mulliken charge in e.
Positions of all 13 atoms, in Å:
C1 0.011 1.868 -0.285  -0.55
O1 -1.032 1.116 -0.540  -0.28
C2 -1.299 -0.058 -0.050  -0.14
C3 0.943 -0.998 -0.248  -0.98
C4 -0.249 -0.786 0.707  -0.47
H1 0.635 1.651 0.572  0.28
H2 0.026 2.807 -0.813  0.25
H3 1.097 -0.091 -0.848  0.35
H4 -2.161 -0.522 -0.511  0.39
H5 0.730 -1.826 -0.928  0.32
H6 1.884 -1.193 0.272  0.28
H7 -0.647 -1.741 1.066  0.29
H8 0.063 -0.227 1.605  0.25

Computed properties:
Molecular weight in g/mol: 72.1
Orbital gap (alpha / beta) in eV: 8.22 / 7.99
LUMO (alpha / beta) in Ha: 0.035 / 0.033
Multiplicity: 1
Max |F| in eV/Å: 0.770

---

Values of energy above the lowest of the compared OMol25 structures with the same formula, charge and spin, in order: 160.7, 34.2, 257.3, 0.0, 55.0, 28.3, 338.4, all in kJ/mol.